DFT (wB97M-V/def2-TZVPD) results for a 5-piece molecular cluster, C22H25IN4O12S overall.

Bonds (Å) are listed after each position.
Element x y z (Å)
1 O -2.221 -5.900 3.537  C2 1.207
2 C -2.166 -5.667 2.354  O1 1.207, O3 1.365, C4 1.526
3 O -3.249 -5.226 1.652  C2 1.365, H25 0.965
4 C -0.869 -5.795 1.559  C2 1.526, C5 1.577, H26 1.092, H27 1.098
5 C 0.051 -4.579 1.964  C4 1.577, C6 1.574, H28 1.096, H29 1.094
6 C 1.013 -4.288 0.753  C5 1.574, C7 1.524, H30 1.095, H31 1.097
7 C 0.598 -2.981 0.090  C6 1.524, C8 1.377, C13 1.396
8 C -0.480 -2.904 -0.764  C7 1.377, C9 1.390, H32 1.089
9 C -0.806 -1.700 -1.377  C8 1.390, S10 1.791, C11 1.385
10 S -2.170 -1.571 -2.530  C9 1.791, H33 1.357
11 C -0.032 -0.586 -1.098  C9 1.385, C12 1.391, C23 1.522
12 C 1.042 -0.674 -0.219  C11 1.391, C13 1.374, C14 1.520
13 C 1.374 -1.860 0.390  C7 1.396, C12 1.374, H34 1.087
14 C 1.877 0.571 0.032  C12 1.520, O15 1.214, C16 1.514
15 O 2.273 0.882 1.137  C14 1.214
16 C 2.122 1.399 -1.211  C14 1.514, C17 1.378, C22 1.383
17 C 3.333 2.005 -1.466  C16 1.378, C18 1.377, H35 1.088
18 C 3.491 2.712 -2.638  C17 1.377, I19 2.129, C20 1.418
19 I 5.343 3.670 -3.071  C18 2.129
20 C 2.420 2.798 -3.564  C18 1.418, C21 1.377, H36 1.106
21 C 1.223 2.187 -3.265  C20 1.377, C22 1.379, H37 1.090
22 C 1.059 1.481 -2.092  C16 1.383, C21 1.379, C23 1.511
23 C -0.231 0.789 -1.718  C11 1.522, C22 1.511, O24 1.212
24 O -1.316 1.310 -1.869  C23 1.212
25 H -2.950 -4.982 0.767  O3 0.965
26 H -0.313 -6.712 1.763  C4 1.092
27 H -1.023 -5.698 0.476  C4 1.098
28 H -0.590 -3.715 2.174  C5 1.096
29 H 0.630 -4.814 2.862  C5 1.094
30 H 1.025 -5.131 0.054  C6 1.095
31 H 2.027 -4.198 1.159  C6 1.097
32 H -1.086 -3.785 -0.970  C8 1.089
33 H -3.166 -0.967 -1.837  S10 1.357
34 H 2.203 -1.966 1.086  C13 1.087
35 H 4.120 1.878 -0.726  C17 1.088
36 H 2.526 3.328 -4.529  C20 1.106
37 H 0.410 2.243 -3.987  C21 1.090
38 C 2.541 6.722 -4.136  N39 1.485, H42 1.085, H43 1.086, H44 1.086
39 N 2.961 6.149 -5.439  C38 1.485, O40 1.217, O41 1.208
40 O 2.672 4.986 -5.650  N39 1.217
41 O 3.565 6.878 -6.190  N39 1.208
42 H 2.009 5.957 -3.580  C38 1.085
43 H 3.438 7.032 -3.607  C38 1.086
44 H 1.894 7.570 -4.344  C38 1.086
45 C -4.903 -4.590 4.258  N46 1.489, H49 1.082, H50 1.083, H51 1.086
46 N -5.564 -3.290 4.559  C45 1.489, O47 1.215, O48 1.212
47 O -6.255 -2.794 3.692  N46 1.215
48 O -5.364 -2.813 5.655  N46 1.212
49 H -5.169 -4.889 3.253  C45 1.082
50 H -3.834 -4.442 4.345  C45 1.083
51 H -5.259 -5.313 4.986  C45 1.086
52 C -2.666 4.603 -2.154  N53 1.489, H56 1.084, H57 1.086, H58 1.088
53 N -1.494 5.434 -2.543  C52 1.489, O54 1.213, O55 1.214
54 O -1.035 6.188 -1.710  N53 1.213
55 O -1.074 5.297 -3.673  N53 1.214
56 H -2.926 4.829 -1.126  C52 1.084
57 H -3.483 4.853 -2.825  C52 1.086
58 H -2.375 3.560 -2.261  C52 1.088
59 C 1.803 1.270 4.341  N60 1.488, H63 1.084, H64 1.086, H65 1.085
60 N 2.517 0.496 5.391  C59 1.488, O61 1.214, O62 1.212
61 O 2.008 -0.538 5.774  N60 1.214
62 O 3.565 0.955 5.792  N60 1.212
63 H 0.891 0.743 4.082  C59 1.084
64 H 1.580 2.251 4.752  C59 1.086
65 H 2.463 1.343 3.483  C59 1.085

Values from the calculation:
LUMO energy	-1.2	eV
gap between HOMO and LUMO	8.3	eV
HOMO	-0.34979	Ha
structure (SMILES)	O=C(O)CCCc1cc(S)c2c(c1)C(=O)c1cc(I)ccc1C2=O.C[N+](=O)[O-].C[N+](=O)[O-].C[N+](=O)[O-].C[N+](=O)[O-]
net charge	0
F_max	1.753	eV Å⁻¹
spin multiplicity	1